[1]
{"formula": "C11H21AlBr2F4NO7", "method": "wB97M-V/def2-TZVPD", "total_charge": -1, "homo_lumo_gap_ev": 7.3702, "symbols": ["C", "H", "H", "C", "C", "Br", "H", "H", "H", "O", "O", "H", "H", "Al", "H", "C", "H", "O", "C", "C", "C", "H", "H", "C", "C", "O", "H", "H", "N", "Br", "H", "O", "H", "F", "F", "H", "H", "H", "F", "C", "H", "O", "H", "H", "C", "O", "F"], "xyz": [[-3.98159, -1.91980, -3.12967], [-1.52575, -2.94106, 1.62820], [3.86681, 3.60188, 6.36481], [-6.67006, -5.14109, -5.12508], [4.91954, 4.29008, 3.39298], [3.37550, -1.84306, 1.16157], [0.48960, 0.34484, 2.64352], [-3.26190, 1.17584, -0.76545], [0.05289, -3.32838, 1.20768], [4.76926, 3.26948, 2.77832], [-5.79264, -4.02483, -5.23710], [0.90610, -0.11746, -1.46107], [-6.96690, -5.43021, -6.13294], [-0.23568, -0.96169, 0.86174], [-3.34881, -1.09420, -3.45043], [5.78382, 5.37215, 1.53065], [-3.36529, -2.63537, -2.58434], [4.61794, 4.48223, 4.68310], [-2.66138, 0.21654, -0.65073], [2.64448, -0.46351, -0.10109], [1.17692, -0.83713, -0.63453], [1.88877, 1.60947, 0.04585], [3.13580, 3.03219, 4.85681], [-1.78945, 0.36111, 0.65662], [4.07219, 3.33208, 5.32949], [5.41806, 5.43587, 2.90732], [4.91363, 5.15121, 0.91049], [3.72342, 1.49424, 0.24156], [-0.78720, -2.79928, 0.93489], [1.38113, -2.65996, -1.47484], [6.17252, 6.34963, 1.24685], [-4.53975, -2.52342, -4.30336], [2.55844, 1.01347, 1.61065], [-1.25782, 1.68560, 0.70683], [-1.91161, 0.09084, -1.81782], [-7.56616, -4.87238, -4.56298], [-6.16149, -5.98580, -4.65740], [-4.76870, -1.52341, -2.48929], [-2.65442, 0.16375, 1.77474], [-5.34515, -3.56019, -4.05905], [4.78827, 2.50898, 5.32079], [0.57674, -0.62158, 2.52689], [3.31647, -0.52317, -1.01524], [6.56678, 4.62842, 1.37392], [2.73579, 0.99849, 0.49180], [-5.62403, -4.00299, -2.97625], [-3.63508, -0.79845, -0.55940]], "forces_ev_per_a": [[0.22, 0.21, 0.30], [0.47, -0.15, -0.10], [0.11, 0.23, -0.14], [-0.18, -0.24, -0.05], [-0.05, 0.05, 0.13], [-0.21, 0.80, -0.50], [0.18, -0.61, 0.25], [0.61, -1.02, -0.10], [-0.69, 0.10, -0.04], [0.06, 0.13, 0.02], [-0.01, 0.01, -0.03], [0.55, -0.83, 0.66], [0.17, 0.21, -0.02], [0.99, -1.88, 1.60], [-0.12, -0.17, -0.22], [0.11, 0.05, -0.36], [-0.17, 0.04, 0.04], [0.11, 0.14, -0.16], [-1.76, 2.20, 0.55], [-0.35, 0.66, -1.60], [1.02, 0.39, 0.76], [0.99, -0.61, 0.33], [0.17, -0.08, -0.07], [0.50, -1.50, -0.19], [-0.20, -0.32, 0.26], [-0.03, -0.02, 0.14], [0.10, -0.15, 0.07], [-1.14, -0.66, 0.39], [0.15, 1.28, 0.01], [-0.21, 0.82, -0.22], [-0.08, 0.00, 0.27], [-0.30, -0.34, -0.19], [0.38, -0.15, -1.33], [-1.30, -0.97, -0.19], [-0.57, -0.44, 1.58], [0.14, -0.07, 0.10], [-0.10, 0.11, 0.12], [0.03, -0.22, -0.04], [0.56, 0.95, -1.47], [0.35, 0.39, 0.00], [-0.12, 0.02, -0.16], [-1.01, 1.05, -1.65], [-0.51, -0.09, 1.33], [-0.18, -0.06, -0.01], [-0.53, -0.13, 0.23], [-0.11, -0.06, -0.18], [1.99, 0.95, -0.11]]}

[2]
{"formula": "C48H44BiN7O5", "method": "wB97M-V/def2-TZVPD", "e_above_lowest_kj_mol": 0.0, "homo_lumo_gap_ev": 7.0051, "symbols": ["H", "C", "H", "C", "C", "C", "H", "H", "H", "H", "C", "C", "C", "C", "C", "C", "C", "C", "H", "C", "H", "C", "H", "H", "C", "C", "C", "H", "H", "C", "H", "H", "H", "C", "C", "C", "H", "H", "C", "H", "C", "C", "C", "C", "H", "O", "H", "H", "H", "C", "H", "H", "C", "C", "N", "C", "H", "N", "H", "C", "C", "H", "H", "H", "C", "H", "N", "H", "H", "H", "H", "H", "C", "H", "O", "C", "H", "H", "N", "N", "C", "C", "N", "C", "H", "C", "C", "H", "C", "C", "Bi", "H", "C", "H", "C", "C", "C", "O", "C", "O", "H", "H", "N", "O", "C"], "xyz": [[-4.93163, -0.48016, -0.74707], [3.27463, 4.00905, 2.59413], [3.37957, -0.23795, -4.72613], [-2.19310, -2.23431, -1.62200], [0.80000, -2.37011, -4.55999], [3.02835, 4.68651, -0.25751], [-3.00244, -6.24949, 2.20031], [-1.27378, 3.15161, 1.38094], [1.01500, -4.04080, 0.57190], [-2.55613, 0.47165, 4.64113], [-3.89643, -0.79773, -0.75832], [-4.63643, 2.30807, 3.20298], [2.17025, 3.54127, 1.88155], [0.10363, 2.47706, -2.05094], [-2.11623, -4.32894, 2.42956], [-3.51095, -1.80714, -1.62377], [-3.54208, 0.74739, 1.13430], [2.35188, 3.03853, 4.57327], [4.05250, 4.56596, 2.09290], [2.86938, -1.19883, -4.68355], [-4.95930, -5.72775, 3.63189], [-3.37496, -1.48405, 4.47006], [0.45049, 2.07638, 4.22736], [-5.13049, -3.50923, 4.70048], [2.06218, 3.75471, 0.41628], [-1.22929, -2.01568, 2.73465], [-3.44038, 2.66830, 2.60898], [3.08461, -4.97983, -0.44577], [-0.28711, -2.29664, -4.51302], [-2.20430, -3.04936, 3.01118], [3.46579, -1.92375, -5.24006], [-2.90863, 3.55413, 2.93685], [-2.38829, 1.78351, -5.88702], [-2.90210, 1.90900, 1.57706], [-1.63118, -0.53458, 0.02984], [-2.47948, -0.51224, 4.19642], [5.16409, -3.62327, -0.42965], [-0.67371, 2.81256, -7.34527], [-4.74387, 0.40294, 1.75687], [5.00245, 0.25002, 2.22524], [4.14509, 0.64405, 1.67381], [3.11041, -1.45391, 1.15653], [-5.29787, 1.16937, 2.76756], [4.26903, -1.97481, 0.59174], [1.40344, -1.21334, -6.31336], [1.56441, -0.26707, -1.65485], [0.93900, -0.25140, -4.91065], [0.90216, -0.86402, -2.08021], [-4.23850, -2.26655, -2.28017], [-1.25269, 2.07180, -4.09274], [1.41825, 3.68374, -6.36004], [1.39042, -3.24307, -2.75458], [2.73784, -0.54596, -2.23467], [-0.08148, 2.57398, -3.53196], [1.15296, 3.08555, -0.19246], [-1.27651, -1.59292, -0.80276], [-0.24937, -1.94730, -0.81381], [0.75323, -1.61818, 1.67416], [-1.98133, 1.61067, -3.43870], [-4.19220, -4.98187, 3.47224], [-0.50839, 2.74330, -6.27751], [-1.87696, -3.05029, -2.26060], [5.17702, -1.39400, 0.57538], [3.02295, 5.66863, 0.21899], [1.27641, 2.63133, 3.79808], [-1.67009, 2.31789, -0.03512], [1.37042, -2.33811, -3.20383], [-5.22942, -0.51963, 1.46724], [2.39040, 2.80662, 5.62805], [1.78184, 3.54514, -3.90536], [-1.27197, -4.55356, 1.79359], [4.41441, 0.81518, 0.63389], [-3.08728, -5.27205, 2.65744], [-4.18416, -1.29255, 5.16565], [-0.70726, 0.32489, 2.94591], [0.87800, 3.15805, -4.35447], [-6.22922, 0.86702, 3.22675], [3.50252, -2.35840, -2.94534], [-0.08120, -2.44544, 2.13323], [1.05238, 3.24367, -1.54712], [1.93471, -2.21528, 1.14461], [-3.30096, -2.76929, 3.84760], [1.18311, 2.87473, 2.49545], [-4.28841, -3.74807, 4.06177], [-5.05130, 2.91522, 3.99644], [2.68728, -1.69338, -3.23743], [3.36416, 3.74921, 3.95071], [1.06234, -3.29118, -5.09348], [1.93890, -3.47945, 0.56869], [-1.42691, -0.70537, 3.23710], [0.11588, 0.66664, 0.87372], [4.04662, 4.29289, -0.20599], [-2.98508, -0.17347, 0.09934], [2.75081, 4.78630, -1.30174], [1.44373, -1.16301, -5.22697], [0.66726, 3.23415, -5.72281], [3.09335, -3.99439, 0.00045], [-0.66889, 1.68477, -1.42545], [-1.46907, 2.16390, -5.46011], [3.75043, 0.03495, -1.95394], [3.82633, 1.57631, 2.13165], [4.21795, 4.09958, 4.51629], [-1.67734, 2.30788, 0.99217], [3.03011, -0.23994, 1.77160], [4.25578, -3.23696, 0.01436]], "forces_ev_per_a": [[-0.02, 0.00, 0.01], [-0.04, 0.11, 0.05], [0.01, -0.02, 0.01], [0.00, 0.00, -0.01], [-0.03, -0.01, 0.01], [-0.05, -0.08, -0.03], [0.00, -0.01, -0.02], [-0.03, 0.03, -0.05], [-0.03, -0.03, 0.00], [0.00, 0.01, -0.03], [-0.04, 0.00, -0.02], [-0.04, -0.03, -0.02], [-0.05, 0.16, -0.06], [-0.05, -0.02, 0.02], [0.01, -0.02, 0.00], [0.01, 0.01, 0.02], [0.04, -0.01, 0.04], [0.02, 0.02, -0.03], [0.02, -0.02, -0.02], [0.05, 0.00, -0.02], [0.00, -0.01, 0.01], [0.02, -0.02, 0.01], [0.01, -0.04, 0.01], [-0.01, 0.01, 0.01], [0.07, 0.02, -0.03], [-0.10, 0.17, 0.11], [0.04, 0.01, -0.02], [0.01, -0.02, -0.01], [0.00, -0.01, -0.01], [0.03, 0.04, -0.02], [0.01, 0.01, 0.00], [-0.01, 0.03, 0.00], [0.00, -0.01, -0.01], [-0.06, 0.05, 0.08], [-0.07, 0.01, 0.13], [-0.01, -0.01, -0.02], [0.01, 0.00, 0.00], [0.00, 0.00, -0.01], [0.02, 0.00, 0.00], [0.01, -0.03, -0.01], [-0.06, -0.19, 0.09], [0.06, 0.17, 0.16], [0.03, 0.04, 0.00], [-0.04, 0.06, -0.04], [-0.02, 0.01, -0.01], [-0.02, 0.16, -0.02], [-0.08, 0.14, 0.03], [0.13, -0.07, 0.01], [-0.01, 0.00, 0.00], [0.04, -0.04, -0.01], [0.01, 0.00, 0.00], [0.01, 0.03, 0.03], [0.01, -0.08, 0.24], [-0.04, 0.02, -0.04], [-0.10, 0.13, -0.03], [0.06, 0.04, -0.03], [-0.01, 0.00, -0.01], [-0.11, -0.29, 0.13], [0.00, 0.00, -0.01], [0.00, 0.00, 0.00], [0.01, -0.01, 0.00], [0.01, -0.01, -0.01], [0.05, 0.06, 0.02], [0.01, 0.00, 0.02], [0.03, -0.03, 0.08], [-0.03, 0.21, 0.01], [-0.08, -0.05, -0.08], [-0.01, -0.01, -0.02], [-0.03, 0.01, 0.01], [0.01, 0.00, 0.00], [-0.01, -0.01, -0.01], [0.01, 0.02, -0.17], [0.00, 0.02, 0.01], [-0.03, 0.00, -0.01], [0.28, 0.09, -0.15], [0.00, -0.02, -0.02], [-0.02, -0.01, 0.01], [-0.05, -0.04, 0.02], [0.27, -0.01, -0.07], [0.12, 0.01, 0.05], [-0.11, -0.06, -0.03], [0.02, 0.03, 0.00], [-0.12, -0.10, -0.04], [0.00, -0.04, 0.01], [0.01, 0.01, 0.02], [0.04, 0.01, -0.01], [0.01, 0.04, 0.03], [0.02, 0.01, 0.00], [-0.05, 0.08, 0.01], [-0.13, -0.18, 0.09], [-0.25, 0.15, -0.15], [0.01, 0.00, 0.00], [-0.06, -0.06, -0.05], [0.01, 0.02, 0.00], [-0.02, -0.03, -0.04], [0.00, 0.00, -0.01], [0.01, 0.01, -0.01], [0.19, -0.06, 0.13], [0.02, -0.02, 0.02], [0.05, 0.14, 0.02], [0.01, -0.11, -0.01], [0.02, 0.00, 0.00], [0.25, -0.33, -0.07], [-0.01, -0.08, -0.18], [-0.05, 0.01, 0.00]]}

Calculated highest occupied orbital energy, -0.184 -0.272 Ha (same order as the records).